The following is a DFT calculation (the ωB97M-V functional and the def2-TZVPD basis) of one molecule with the formula C5H12BNO in a non-equilibrium geometry.

The geometry in ORCA input format:
```
! RIJCOSX wB97M-V def2-TZVPD def2/J DEFGRID3
* xyz 0 1
B -0.60 0.77 -0.31
C 0.79 1.51 -0.49
C 2.05 0.94 0.28
C 2.46 -0.52 -0.21
C -1.24 -1.44 0.29
C -3.00 0.12 0.08
N -1.63 -0.08 -0.04
O 1.67 -1.61 0.11
H 1.03 1.55 -1.57
H 0.83 2.63 -0.18
H 2.92 1.45 0.12
H 2.02 0.91 1.39
H 2.70 -0.56 -1.24
H 3.46 -0.62 0.29
H -2.08 -2.02 0.77
H -0.77 -2.01 -0.63
H -0.35 -1.49 1.04
H -3.24 1.14 0.36
H -3.52 -0.08 -0.84
H -3.53 -0.59 0.77
*
```

max |F| = 0.091 hartree/bohr
HOMO (alpha / beta) = -0.2383 / -0.2380 hartree
gap between HOMO and LUMO (alpha / beta) = 0.207 / 0.207 Eh
ΔE to the lowest compared entry with this formula, charge and spin = 5.701 eV
total energy = -9588.912 eV